Record 1
142
Properties=species:S:1:pos:R:3:forces:R:3:lowdin_charge:R:1 method="wB97M-V/def2-TZVPD" e_homo_ha=-0.36447 mol_weight_g_mol=1531.400 charge=0 homo_lumo_gap_ev=9.98 e_tot_ev=-255636.064
C -3.01834 -2.23651 0.00826 -0.76 1.46 0.44 -0.062
C -4.00666 -1.03117 -0.26412 0.24 -0.03 0.31 -0.216
C -3.29707 0.35693 -0.03880 -1.35 -0.70 -0.54 -0.105
C -3.06396 0.55582 1.45422 1.34 -0.70 0.21 -0.306
O -4.14195 1.09301 2.28190 0.83 -0.32 0.80 -0.140
S -3.50618 0.82597 3.78180 -1.31 0.09 2.60 0.697
O -3.69706 -0.51436 4.26043 0.95 -0.41 -2.06 -0.218
O -3.94517 1.71416 4.80343 -1.35 0.83 -5.20 -0.267
O -1.93372 1.16064 3.39574 -1.21 -0.67 -0.22 -0.169
C -1.85694 1.36577 1.94941 0.23 1.29 -0.26 -0.395
C -0.46346 1.00026 1.39782 -0.29 -1.27 -0.57 -0.083
C -0.23565 1.51474 -0.07118 0.24 0.17 0.10 -0.219
O 0.90148 2.37055 -0.17479 -3.02 1.68 -0.89 -0.136
P -1.93894 3.25781 1.90519 0.84 1.50 0.59 0.571
O -0.57159 3.79727 2.03625 -0.22 -0.40 -0.31 -0.236
O -2.76752 3.81866 3.20200 0.20 -0.99 -1.27 -0.142
O -2.71093 3.78069 0.58194 -0.11 -0.35 1.04 -0.109
H -3.28184 -3.15276 -0.56277 0.35 0.66 0.58 0.066
H -3.07142 -2.39097 1.10455 0.26 -0.54 -0.65 0.081
H -2.00848 -1.84386 -0.21339 -0.29 -0.73 -0.14 0.063
H -4.39912 -1.09837 -1.29072 0.17 0.23 0.46 0.065
H -4.84976 -1.05762 0.45747 0.22 -0.21 -0.53 0.114
H -3.93125 1.14724 -0.49114 0.43 -0.17 0.49 0.134
H -2.36610 0.31573 -0.62741 -0.18 0.23 0.61 0.108
H -2.89644 -0.43048 1.95049 0.22 0.15 -1.00 0.133
H 0.36486 1.28912 2.06422 -0.56 0.29 -0.29 0.136
H -0.44361 -0.11123 1.34070 -0.03 0.50 0.19 0.114
H -0.03504 0.64962 -0.73389 -0.29 0.24 0.37 0.117
H -1.15378 2.02310 -0.43428 0.53 -0.25 0.12 0.104
H 0.61657 3.18250 -0.62289 -0.01 -0.15 0.40 0.109
H -2.12668 3.68511 3.92830 -0.48 0.19 0.08 0.067
H -2.62008 4.75177 0.55268 -0.03 -0.31 -0.12 0.102
C -2.57600 -4.35269 -5.26562 0.53 0.20 -0.19 -0.153
C -2.02938 -4.88844 -3.95949 -0.10 -0.61 -0.09 -0.150
O -2.48332 -3.95978 -2.96659 -0.37 0.55 -0.36 -0.195
S -3.90899 -3.37010 -3.41019 0.90 -0.61 -0.45 0.596
O -4.92516 -4.10305 -2.73753 -0.26 0.41 0.03 -0.228
O -3.84266 -1.95263 -3.37953 -0.28 -0.02 0.23 -0.216
O -3.87939 -3.85123 -4.93998 -0.13 -0.15 0.48 -0.181
H -1.97393 -3.52145 -5.63880 0.00 -0.03 0.02 0.136
H -2.64496 -5.12140 -6.03179 -0.27 0.04 0.05 0.139
H -0.94407 -4.95241 -3.95449 -0.03 0.24 0.21 0.139
H -2.45189 -5.86832 -3.72491 0.04 0.00 -0.04 0.139
C 1.84048 -1.83728 0.96516 0.08 -0.20 0.70 -0.162
C 2.95302 -2.66246 0.36298 0.40 0.56 -0.25 -0.148
O 2.28256 -3.69926 -0.36754 -0.64 -0.03 0.05 -0.181
S 0.89338 -3.13139 -0.94293 0.68 0.30 0.64 0.600
O 1.09362 -2.73722 -2.29702 -0.36 -0.16 -0.01 -0.233
O -0.14800 -4.00783 -0.54599 -0.02 -0.13 -0.43 -0.214
O 0.82037 -1.80304 -0.04371 0.17 -0.21 -0.49 -0.213
H 1.42442 -2.31893 1.85424 0.00 -0.03 -0.05 0.141
H 2.16264 -0.83046 1.21672 -0.16 0.12 -0.29 0.109
H 3.61036 -3.08636 1.11814 -0.11 -0.26 -0.11 0.143
H 3.54557 -2.07867 -0.34606 0.04 0.04 0.10 0.126
C -2.25920 6.78650 4.18995 0.19 -0.49 0.23 -0.173
C -2.13761 7.45307 5.54262 -0.56 0.19 0.08 -0.161
O -0.93217 8.22259 5.46097 0.22 -0.18 -0.45 -0.186
S -0.73390 8.74241 3.95114 -0.32 -0.38 0.22 0.609
O -1.21889 10.07384 3.86227 0.16 0.02 -0.19 -0.224
O 0.56666 8.37980 3.52096 0.06 0.26 0.05 -0.215
O -1.80726 7.77030 3.25033 0.03 0.42 0.30 -0.187
H -1.60343 5.91843 4.11710 0.00 0.05 0.00 0.115
H -3.28036 6.48750 3.96579 0.04 0.14 -0.17 0.135
H -2.08147 6.73403 6.35664 0.27 0.05 -0.03 0.122
H -2.96724 8.14178 5.72255 -0.02 -0.04 -0.01 0.134
C 5.95729 1.53468 1.03726 0.48 0.25 0.19 -0.166
C 5.14761 1.15161 2.25713 0.02 -0.49 -0.11 -0.159
O 3.96365 1.95774 2.17870 0.14 0.34 -0.32 -0.183
S 3.59118 2.19615 0.62816 0.58 -0.40 0.17 0.635
O 2.60774 1.25172 0.24416 2.32 -1.53 0.61 -0.241
O 3.43673 3.58740 0.41204 -0.21 -0.05 -0.01 -0.195
O 4.99445 1.72394 -0.00182 -0.41 -0.08 0.17 -0.183
H 6.48429 2.48001 1.19090 -0.02 -0.01 0.07 0.137
H 6.66971 0.76377 0.75771 -0.18 -0.04 -0.18 0.101
H 5.67913 1.33867 3.18676 -0.19 0.18 0.03 0.138
H 4.84552 0.10158 2.21709 0.11 -0.01 0.00 0.128
C -6.93464 -6.50842 -3.18226 -0.07 0.40 -0.22 -0.174
C -8.41838 -6.58249 -2.90232 0.03 0.07 0.52 -0.159
O -8.91452 -7.55225 -3.83736 0.49 -0.12 -0.37 -0.181
S -7.78446 -8.66178 -4.10243 -0.12 0.54 0.31 0.608
O -8.04682 -9.78756 -3.27877 0.15 -0.15 -0.21 -0.222
O -7.59000 -8.77711 -5.50355 -0.10 -0.21 0.03 -0.225
O -6.54208 -7.85707 -3.47059 -0.37 -0.26 0.09 -0.191
H -6.72776 -5.89689 -4.06362 0.01 0.02 0.04 0.130
H -6.37308 -6.12226 -2.33583 0.10 -0.21 -0.03 0.121
H -8.91426 -5.62284 -3.03684 -0.02 -0.42 -0.20 0.091
H -8.61442 -6.95369 -1.89301 0.03 0.03 -0.01 0.141
C 4.36343 -2.21454 -4.11162 -0.68 0.13 0.18 -0.159
C 4.66963 -0.78075 -4.48798 0.21 -0.08 -0.49 -0.150
O 5.47591 -0.28569 -3.41506 -1.48 -3.12 1.43 -0.269
S 6.36213 -1.48267 -2.82491 -1.10 0.25 -0.55 0.612
O 7.65685 -1.42443 -3.40613 0.24 -0.18 0.38 -0.221
O 6.16212 -1.53655 -1.41690 0.37 0.06 -0.03 -0.226
O 5.56275 -2.70511 -3.51121 0.56 0.30 0.01 -0.182
H 3.56341 -2.26669 -3.36884 -0.05 0.01 -0.08 0.116
H 4.09478 -2.81939 -4.97520 0.23 -0.12 0.07 0.138
H 3.77040 -0.17991 -4.60194 0.10 0.13 0.24 0.145
H 5.26053 -0.72624 -5.40699 -0.05 0.02 -0.01 0.136
C 10.94356 -0.12197 -0.23969 0.56 -0.11 -0.02 -0.160
C 10.51931 -1.55132 -0.50415 -0.41 0.12 -0.56 -0.154
O 10.11083 -2.04960 0.77639 0.20 0.41 0.39 -0.180
S 9.47600 -0.85230 1.63550 0.40 -0.16 -0.61 0.611
O 8.06210 -0.90693 1.50721 -0.06 0.16 0.35 -0.229
O 10.12250 -0.80859 2.89501 -0.24 -0.08 0.12 -0.210
O 10.00861 0.36550 0.73002 -0.35 -0.33 0.02 -0.189
H 11.94344 -0.07728 0.19782 -0.01 -0.01 -0.02 0.133
H 10.91439 0.49077 -1.13776 -0.21 0.09 0.12 0.136
H 11.32437 -2.15723 -0.91221 -0.01 -0.12 0.26 0.138
H 9.65777 -1.59285 -1.17531 0.05 0.03 -0.04 0.125
C -1.28308 2.33158 9.43753 0.19 0.40 0.32 -0.168
C -2.75417 2.53611 9.73692 -0.11 -0.54 0.14 -0.167
O -3.25571 3.26372 8.61159 0.51 0.33 -0.22 -0.181
S -2.44928 2.82035 7.28860 -0.06 -0.45 0.74 0.654
O -3.20541 1.85220 6.58519 1.82 0.61 3.71 -0.231
O -1.95744 3.99608 6.65102 -0.19 -0.03 -0.19 -0.222
O -1.22269 2.08164 8.03111 -0.39 0.09 -0.10 -0.180
H -0.70671 3.23539 9.64924 -0.02 -0.02 0.04 0.134
H -0.85956 1.49547 9.98954 0.00 -0.09 -0.23 0.136
H -2.91802 3.09281 10.65654 -0.08 0.19 -0.18 0.136
H -3.28633 1.58327 9.78951 0.05 0.00 0.04 0.135
C 7.43411 4.56044 -3.99609 0.34 0.03 0.41 -0.164
C 8.44209 4.12926 -5.04173 -0.13 0.40 -0.38 -0.169
O 8.23208 2.72170 -5.18920 -0.27 -0.07 0.38 -0.183
S 6.67347 2.38728 -4.94848 0.48 0.54 0.29 0.648
O 6.02861 2.29622 -6.21096 -0.18 -0.21 0.15 -0.214
O 6.57117 1.35533 -3.97592 1.42 2.41 -1.31 -0.213
O 6.26202 3.78895 -4.27408 0.12 -0.19 -0.49 -0.178
H 7.77495 4.31278 -2.98821 0.02 0.03 -0.02 0.134
H 7.21049 5.62349 -4.05047 -0.23 -0.09 -0.07 0.137
H 9.46732 4.33424 -4.74300 0.01 -0.26 0.02 0.135
H 8.24267 4.60521 -6.00501 0.02 0.05 0.05 0.134
C -8.33838 -0.91859 -2.83662 0.14 0.43 0.34 -0.154
C -7.52180 -1.95082 -2.08840 0.30 -0.16 -0.50 -0.160
O -8.48017 -2.66196 -1.29416 -0.44 0.26 -0.04 -0.179
S -9.88301 -2.71771 -2.07523 0.50 0.42 -0.03 0.627
O -9.97716 -3.96978 -2.74468 -0.39 0.32 0.07 -0.232
O -10.89873 -2.24565 -1.20977 -0.08 -0.29 0.01 -0.203
O -9.56072 -1.58764 -3.17120 0.12 -0.50 0.11 -0.181
H -8.58035 -0.06409 -2.20061 0.03 -0.01 -0.01 0.136
H -7.83768 -0.56874 -3.73659 -0.19 -0.14 -0.11 0.138
H -6.75756 -1.50324 -1.45771 -0.15 -0.11 0.20 0.123
H -7.05464 -2.66141 -2.77306 0.05 0.06 0.02 0.114



Record 2
102
Properties=species:S:1:pos:R:3:forces:R:3:lowdin_charge:R:1 method="wB97M-V/def2-TZVPD" e_homo_ha=-0.13608 mol_weight_g_mol=741.452 charge=-1 homo_lumo_gap_ev=5.68 e_tot_ev=-133878.148
C -1.35816 -6.33729 2.55481 0.24 0.22 0.82 -0.125
C -1.23663 -4.85253 2.89985 -1.04 -0.08 -0.48 -0.246
C -1.15463 -3.91831 1.66692 0.55 -0.83 0.76 -0.269
N 0.18957 -3.45574 1.46440 0.09 0.84 0.08 0.014
B 0.35367 -2.21518 0.55572 -0.83 -0.72 -0.88 -0.697
C 1.96725 -1.92407 0.17810 -0.13 0.34 0.19 -0.076
C 2.91489 -2.28070 1.23649 0.02 1.19 -0.34 -0.338
O 3.17387 -3.39993 1.56899 0.51 -1.61 0.45 0.016
C -0.36029 -2.54743 -0.94477 0.78 0.17 0.42 -0.158
C 0.04488 -3.88094 -1.55055 -0.57 0.22 -0.97 -0.321
C -0.73371 -4.08163 -2.85761 0.38 -0.17 0.61 -0.557
Br 0.35502 -4.97226 -4.25259 -0.11 0.03 0.13 0.602
C -0.41462 -0.86577 1.09616 0.82 -0.07 0.43 -0.114
C 0.06846 -0.19580 2.39726 -0.10 0.28 -0.22 -0.425
C 1.32384 0.67958 2.23217 -0.50 0.25 0.37 -0.079
C 0.26645 -1.13266 3.56928 -0.06 -0.06 0.38 -0.088
H -0.37957 -6.78400 2.42343 0.16 -0.17 -0.46 0.063
H -1.80872 -6.86306 3.39260 -0.10 -0.22 0.17 0.052
H -2.00368 -6.49808 1.70104 0.03 -0.06 -0.34 0.058
H -2.12654 -4.58938 3.47303 -0.22 0.09 0.08 0.086
H -0.40821 -4.65361 3.55770 0.50 0.03 0.13 0.094
H -1.56522 -4.48008 0.81241 -0.20 0.05 -0.19 0.094
H -1.83902 -3.10050 1.86012 0.10 0.47 -0.20 0.098
H 0.81692 -4.21260 1.22483 0.00 -0.05 0.03 0.092
H 2.02701 -0.86390 -0.04488 0.18 0.28 -0.07 0.079
H 2.27860 -2.45174 -0.72247 -0.16 -0.35 -0.08 0.095
H 3.45982 -1.45568 1.75194 -0.19 0.17 0.11 0.100
H -1.45130 -2.47324 -0.91169 -0.17 0.02 0.07 0.092
H 0.00763 -1.78074 -1.63279 -0.23 0.26 -0.23 0.093
H 1.08745 -3.90790 -1.82616 0.52 0.11 0.32 0.068
H -0.16303 -4.72285 -0.90269 0.07 -0.21 0.29 0.093
H -1.02161 -3.14317 -3.29071 -0.01 0.34 -0.29 0.041
H -1.61102 -4.67756 -2.66720 -0.30 -0.33 -0.35 0.053
H -0.30013 -0.11492 0.31085 -0.08 0.17 -0.22 0.091
H -1.49160 -1.00246 1.18885 -0.25 -0.30 -0.02 0.082
H -0.71264 0.50103 2.70217 -0.28 0.15 0.04 0.109
H 2.18472 0.23690 2.71121 0.47 -0.26 -0.20 0.051
H 1.51701 0.95651 1.20341 0.18 -0.11 -0.25 0.060
H 1.15220 1.60750 2.77142 0.09 0.30 0.12 0.066
H -0.63691 -1.67469 3.82777 -0.30 -0.17 -0.07 0.070
H 0.55566 -0.57415 4.46004 0.08 0.19 0.15 0.068
H 1.02497 -1.87835 3.38455 0.26 -0.24 -0.20 0.064
C -2.15355 5.15874 -0.97174 -0.23 0.05 -0.07 -0.041
O -1.17652 4.32237 -0.35570 0.02 0.01 0.02 0.010
C 0.04624 4.84845 -0.28327 0.04 -0.06 -0.01 -0.619
O 0.37302 5.93842 -0.68901 -0.05 -0.12 0.03 0.108
O 0.83969 3.96214 0.31062 -0.07 0.03 -0.01 0.009
C 2.19480 4.38057 0.46226 0.32 -0.03 0.08 -0.032
H -3.09003 4.60740 -0.96443 0.09 -0.13 0.06 0.090
H -2.28037 6.08250 -0.40879 0.10 0.05 -0.06 0.095
H -1.88055 5.37900 -2.00241 0.08 0.08 0.04 0.096
H 2.25518 5.27240 1.08451 -0.04 0.08 -0.11 0.097
H 2.65317 4.56240 -0.50884 -0.05 0.11 0.00 0.091
H 2.72708 3.57246 0.95648 -0.21 -0.13 0.00 0.091
C -6.83257 1.93464 0.04176 0.11 -0.20 0.10 -0.031
O -7.84017 2.91275 -0.24211 -0.03 0.08 -0.05 0.003
C -7.48961 3.80977 -1.16221 0.02 -0.08 0.05 -0.621
O -6.43610 3.85253 -1.74363 -0.11 0.07 0.03 0.121
O -8.51085 4.65700 -1.33026 0.01 -0.05 0.03 0.000
C -8.26987 5.67907 -2.29677 -0.05 0.17 -0.12 -0.046
H -7.24370 1.27353 0.79882 -0.13 0.09 -0.01 0.093
H -6.59687 1.35627 -0.84903 0.07 0.09 -0.03 0.099
H -5.93442 2.40941 0.43112 0.03 0.02 -0.11 0.098
H -8.08964 5.24553 -3.27892 0.11 -0.01 0.03 0.097
H -7.42631 6.29947 -1.99898 0.07 -0.08 -0.05 0.096
H -9.16715 6.29074 -2.33527 -0.06 -0.10 0.11 0.091
C 4.13841 6.57572 -3.25813 -0.28 0.11 -0.09 -0.037
O 5.09431 5.71215 -2.63895 0.05 -0.01 0.01 0.004
C 6.32275 6.22088 -2.55877 -0.02 -0.02 0.01 -0.620
O 6.66931 7.30607 -2.95266 -0.02 -0.13 0.05 0.118
O 7.10679 5.31801 -1.96442 -0.06 0.02 -0.02 0.004
C 8.46452 5.72821 -1.80791 0.21 -0.02 0.06 -0.045
H 3.18567 6.05402 -3.25877 0.10 -0.16 0.11 0.093
H 4.03081 7.49838 -2.69117 0.10 0.04 -0.05 0.099
H 4.42506 6.79379 -4.28545 0.09 0.07 0.05 0.096
H 8.52828 6.61816 -1.18410 -0.02 0.06 -0.09 0.096
H 8.92467 5.91373 -2.77696 -0.04 0.10 0.00 0.096
H 8.98326 4.90968 -1.31682 -0.14 -0.08 0.00 0.093
C -1.77698 -7.32789 -5.63121 0.14 -0.17 -0.21 -0.078
O -3.15377 -7.00952 -5.39082 -0.10 -0.05 0.01 0.006
C -3.87398 -8.00674 -4.88859 0.09 0.05 0.00 -0.620
O -3.47924 -9.11694 -4.63461 -0.10 0.10 -0.04 0.119
O -5.12682 -7.56758 -4.71142 0.03 0.01 -0.03 -0.001
C -6.01636 -8.54080 -4.16927 -0.17 -0.06 0.08 -0.051
H -1.31243 -6.43754 -6.03375 -0.16 0.13 0.04 0.038
H -1.27781 -7.59623 -4.70458 -0.03 -0.07 0.01 0.078
H -1.69469 -8.13652 -6.35792 -0.08 -0.09 0.11 0.095
H -5.68171 -8.86257 -3.18452 0.06 -0.08 -0.05 0.097
H -6.10289 -9.39787 -4.83559 0.09 -0.05 0.05 0.094
H -6.98692 -8.06052 -4.07697 0.07 0.13 -0.06 0.090
C 5.85746 1.11639 4.04695 0.14 -0.19 -0.15 -0.035
O 4.61917 1.76715 4.33332 -0.05 0.10 0.05 0.005
C 4.66616 2.63334 5.34144 0.01 -0.06 -0.04 -0.620
O 5.63726 2.90154 6.00545 -0.12 -0.01 -0.06 0.114
O 3.44813 3.15949 5.49284 0.04 -0.01 -0.03 0.004
C 3.34436 4.11291 6.54764 -0.10 0.13 0.12 -0.047
H 5.67009 0.44584 3.21312 -0.16 0.04 0.01 0.092
H 6.61623 1.84289 3.76013 0.01 0.03 0.12 0.095
H 6.19351 0.53549 4.90383 0.04 0.09 0.04 0.098
H 4.00200 4.96179 6.36630 0.08 -0.06 0.05 0.095
H 3.57857 3.65351 7.50660 0.11 0.02 -0.02 0.096
H 2.31326 4.45539 6.55818 -0.02 -0.10 -0.12 0.092